Record 1
Density functional theory data (the ωB97M-V functional and the def2-TZVPD basis) for C2H8O2Tl as an isolated structure at a distorted geometry.

Values from the calculation:
**Relative energy (zero: lowest compared OMol25 entry of this formula, charge and spin)**: 26.9 kcal per mole
**Total charge**: +3
**Kohn-Sham gap**: 2.3926 eV
**Total energy**: -10949.238 eV
**Multiplicity**: 1

The geometry in XYZ format:
```
13
C2H8O2Tl | the OMol25 dataset | the ωB97M-V functional and the def2-TZVPD basis
Tl 0.459 -0.870 -0.093
C 1.103 0.597 -3.246
O 1.621 -0.643 -2.852
H 0.361 0.903 -2.507
H 1.784 1.447 -3.286
H 0.521 0.687 -4.163
H 1.770 -1.060 -3.704
C -1.096 -0.272 3.635
O -1.233 -0.100 2.260
H -0.098 0.045 3.936
H -1.746 0.455 4.121
H -1.307 -1.319 3.854
H -2.140 0.129 2.044
```

Atomic partial charges in e from the Mulliken method, atoms 1 to 4: Tl 1.072; C -0.219; O -0.148; H 0.152

Record 2
Density functional theory data (the ωB97M-V functional and the def2-TZVPD basis) for a 2-piece molecular cluster, C8H20NSi overall at a distorted geometry.

Values from the calculation:
**Relative energy (zero: lowest compared OMol25 entry of this formula, charge and spin)**: 38.9 kcal per mole
**Total charge**: +1
**Kohn-Sham gap**: 7.4139 eV
**Total energy**: -17979.156 eV
**Multiplicity**: 1

The geometry in XYZ format:
```
30
C8H20NSi | the OMol25 dataset | the ωB97M-V functional and the def2-TZVPD basis
C 1.976 -0.883 1.499
C 1.850 -0.778 -0.011
C -2.991 -1.278 -1.164
C 1.717 2.439 -0.469
C 4.317 0.579 -1.453
C -3.299 -1.547 0.349
C -3.354 -0.173 1.078
C -1.938 0.410 0.898
N -1.590 1.434 0.290
Si 2.595 0.774 -0.688
H 1.751 0.053 1.924
H 3.052 -1.157 1.684
H 0.670 -0.715 -0.260
H -3.074 -2.137 -1.847
H -2.161 -0.620 -1.387
H -3.860 -0.707 -1.487
H 1.764 3.019 -1.331
H 0.680 2.316 -0.127
H 2.209 3.143 0.316
H 4.357 -0.250 -2.227
H 4.432 1.533 -1.997
H 5.135 0.346 -0.606
H -4.238 -2.158 0.538
H -2.648 -2.304 0.929
H -4.036 0.446 0.524
H -3.507 -0.209 2.192
H -1.081 -0.219 1.519
H -2.341 1.969 -0.166
H 1.350 -1.650 2.092
H 2.263 -1.676 -0.612
```

Atomic partial charges in e from the Mulliken method, atoms 1 to 4: C -1.350; C 0.248; C -1.056; C -0.838

Record 3
Density functional theory data (the ωB97M-V functional and the def2-TZVPD basis) for C40H52Cl6F3KMgNO7PV as an isolated structure at a distorted geometry.

Values from the calculation:
**Total charge**: +1
**Kohn-Sham gap**: 1.2119 eV
**Total energy**: -198130.933 eV
**Multiplicity**: 1

The geometry in XYZ format:
```
113
C40H52Cl6F3KMgNO7PV | the OMol25 dataset | the ωB97M-V functional and the def2-TZVPD basis
C -0.598 -5.275 -0.900
C 0.547 -6.117 -0.034
C 0.262 -5.964 1.586
C 1.266 -4.896 2.343
C 0.620 -3.381 2.321
C 0.694 -2.731 3.839
C 1.573 -1.321 3.845
C 0.604 0.003 3.872
C 0.222 0.570 2.348
C -1.319 0.414 1.741
F -2.285 -0.304 2.648
C -1.772 0.984 0.241
C -3.302 0.823 -0.373
C -4.496 1.084 0.720
C -5.673 -0.070 0.740
C -5.119 -1.611 0.799
C -6.349 -2.724 1.020
C -5.903 -4.186 0.356
C -4.655 -4.852 1.203
C -0.537 1.701 -0.626
C 1.022 1.825 -0.035
C 1.436 1.284 1.482
C 2.984 1.440 2.033
C 3.191 2.905 2.778
C 3.259 2.751 4.441
Cl 1.822 3.671 5.248
C 2.169 2.520 -1.035
O 3.126 3.332 -0.572
C 2.002 2.095 -2.644
C 3.258 1.758 -3.645
C 2.892 1.302 -5.211
Cl 4.233 0.861 -6.462
C 1.335 1.167 -5.773
C 0.063 1.522 -4.766
P -1.688 1.323 -5.501
N -2.843 0.957 -4.394
O -1.693 -0.052 -6.626
O -2.091 2.811 -6.311
C 0.443 1.972 -3.237
C -0.774 2.346 -2.152
O -1.806 3.126 -2.485
H -0.843 -5.877 -1.882
H -1.573 -5.178 -0.240
H -0.126 -4.237 -1.179
H 0.455 -7.270 -0.292
H 1.642 -5.795 -0.299
H -0.863 -5.693 1.756
H 0.479 -7.039 2.052
H 1.398 -5.287 3.461
H 2.281 -4.868 1.749
H -0.521 -3.454 1.998
H 1.193 -2.748 1.510
H -0.405 -2.532 4.239
H 1.204 -3.452 4.632
H 2.324 -1.359 4.760
H 2.195 -1.307 2.842
H 1.109 0.906 4.467
H -0.425 -0.194 4.445
H -3.515 1.561 -1.284
H -3.326 -0.266 -0.862
H -5.045 2.095 0.397
H -4.137 1.256 1.820
H -6.439 0.113 -0.156
H -6.294 0.113 1.731
H -4.223 -1.780 1.543
H -4.686 -1.868 -0.284
H -7.304 -2.380 0.401
H -6.539 -2.790 2.175
H -5.630 -4.094 -0.790
H -6.809 -4.958 0.432
H -3.829 -4.031 1.320
H -4.232 -5.785 0.638
H -5.096 -5.202 2.236
H 3.757 1.406 1.125
H 3.322 0.585 2.766
H 2.282 3.592 2.485
H 4.213 3.416 2.442
H 4.241 3.269 4.852
H 3.232 1.622 4.774
H 4.379 1.809 -3.268
H 1.085 0.811 -6.868
H -3.535 1.761 -4.472
H -1.596 -0.903 -6.070
H -3.048 2.719 -6.648
C 4.159 -1.425 -9.635
Cl 2.601 -0.590 -9.508
Cl 4.000 -3.117 -9.135
Cl 4.787 -1.322 -11.289
H 4.869 -0.933 -8.966
C -2.146 -2.989 -4.383
O -1.475 -2.545 -5.435
H -1.584 -3.572 -3.634
H -2.628 -2.236 -3.736
H -2.995 -3.667 -4.574
F 5.764 4.472 3.544
C 5.803 5.792 3.773
C 6.725 6.301 4.680
C 6.770 7.675 4.915
C 5.883 8.524 4.248
C 4.957 8.002 3.343
C 4.921 6.630 3.100
H 7.401 5.626 5.195
H 7.493 8.085 5.616
H 5.915 9.595 4.435
H 4.265 8.664 2.828
H 4.213 6.208 2.393
O -6.881 2.753 1.750
V -7.266 2.558 3.453
O -7.652 2.364 5.155
Cl 0.446 -3.215 -3.819
K -1.515 0.645 5.822
F 5.154 2.621 -0.155
Mg 1.143 -0.651 -7.253
```

Atomic partial charges in e from the Mulliken method, atoms 1 to 4: C -0.291; C -0.508; C -0.481; C -0.682

Record 4
Density functional theory data (the ωB97M-V functional and the def2-TZVPD basis) for a 7-piece molecular cluster, C49H94N2O11S2 overall at a distorted geometry.

Values from the calculation:
**Total charge**: 0
**Kohn-Sham gap**: 7.2851 eV
**Total energy**: -99482.618 eV
**Multiplicity**: 1
**Structure (SMILES)**: CCCCCCCCCc1cc(C[SH](=O)=O)c2c(c1)Sc1c(CCOC=O)cc(CCOCC)c(CNC)c1N2.CC(C)O.CC(C)O.CC(C)O.CC(C)O.CC(C)O.CC(C)O

The geometry in XYZ format:
```
158
C49H94N2O11S2 | the OMol25 dataset | the ωB97M-V functional and the def2-TZVPD basis
C 5.108 0.265 2.436
C 4.884 1.445 1.293
C 3.954 2.699 1.800
C 2.527 2.183 2.421
C 1.841 1.028 1.480
C 1.756 1.390 -0.117
C 1.117 0.080 -0.878
C 2.180 -0.774 -1.789
C 1.605 -2.277 -2.245
C -0.026 -2.294 -2.420
C -0.861 -1.992 -3.804
C -2.534 -2.005 -3.825
C -3.225 -1.692 -5.300
S -2.771 0.046 -5.832
O -2.518 0.862 -4.508
O -1.546 0.023 -6.782
C -3.447 -2.311 -2.461
C -2.564 -2.656 -1.083
C -0.925 -2.648 -1.078
S -3.645 -3.005 0.455
C -5.026 -1.697 0.263
C -5.607 -0.864 1.550
C -5.064 -1.126 3.106
C -4.238 0.200 3.650
O -3.555 0.000 4.938
C -2.146 -0.395 4.770
O -1.831 -1.670 5.087
C -6.754 0.273 1.273
C -7.309 0.598 -0.253
C -8.441 1.807 -0.460
C -8.160 3.128 0.481
O -9.425 3.585 1.143
C -9.567 2.905 2.469
C -10.372 1.458 2.323
C -6.706 -0.303 -1.516
C -7.323 0.056 -3.006
N -8.844 -0.161 -3.017
C -9.197 -1.629 -3.130
C -5.536 -1.481 -1.315
N -4.960 -2.307 -2.444
H 6.102 -0.305 2.104
H 4.260 -0.574 2.400
H 5.168 0.710 3.518
H 5.943 1.900 1.014
H 4.499 0.898 0.332
H 3.681 3.394 0.871
H 4.468 3.360 2.645
H 2.788 1.656 3.460
H 1.782 3.067 2.718
H 2.316 -0.038 1.572
H 0.714 0.922 1.856
H 2.743 1.804 -0.590
H 0.948 2.260 -0.231
H 0.215 0.452 -1.540
H 0.636 -0.593 -0.018
H 3.180 -0.933 -1.194
H 2.426 -0.100 -2.743
H 2.021 -3.046 -1.455
H 2.074 -2.475 -3.310
H -0.289 -1.764 -4.814
H -2.762 -2.509 -6.037
H -4.387 -1.876 -5.323
H -3.926 0.578 -6.483
H -0.401 -2.875 -0.032
H -4.275 -2.020 3.107
H -5.966 -1.421 3.826
H -3.442 0.546 2.862
H -5.004 1.096 3.793
H -1.262 0.303 4.443
H -7.167 0.856 2.229
H -9.520 1.345 -0.331
H -8.406 2.201 -1.587
H -7.276 3.013 1.238
H -7.853 4.029 -0.240
H -8.540 2.677 2.985
H -10.228 3.616 3.125
H -11.049 1.581 1.352
H -10.974 1.155 3.279
H -9.581 0.615 2.039
H -7.149 1.213 -3.236
H -6.893 -0.597 -3.877
H -9.250 0.373 -3.819
H -9.602 -1.820 -4.227
H -10.046 -1.864 -2.335
H -8.257 -2.310 -2.967
H -5.358 -2.062 -3.377
C -6.217 7.469 1.904
C -6.705 6.054 2.172
C -7.768 6.031 3.259
O -5.604 5.242 2.570
H -5.763 7.903 2.801
H -5.444 7.469 1.128
H -7.038 8.116 1.580
H -7.113 5.625 1.250
H -7.368 6.415 4.205
H -8.101 5.006 3.450
H -8.636 6.635 2.976
H -5.236 5.616 3.388
C 1.275 -4.860 1.993
C 2.609 -4.620 1.304
C 3.773 -4.854 2.254
O 2.656 -3.281 0.819
H 1.141 -4.173 2.837
H 0.446 -4.676 1.302
H 1.201 -5.887 2.364
H 2.701 -5.286 0.439
H 3.728 -4.166 3.106
H 4.726 -4.666 1.748
H 3.774 -5.880 2.633
H 2.576 -2.683 1.581
C 3.090 -6.788 6.734
C 3.698 -5.463 6.304
C 4.062 -4.604 7.504
O 2.768 -4.760 5.484
H 2.167 -6.629 7.303
H 2.822 -7.390 5.860
H 3.788 -7.360 7.353
H 4.593 -5.647 5.699
H 3.173 -4.367 8.101
H 4.487 -3.648 7.179
H 4.789 -5.110 8.147
H 1.970 -4.591 6.013
C 9.011 4.424 0.806
C 9.112 2.968 1.230
C 10.492 2.400 0.936
O 8.129 2.204 0.537
H 9.176 4.531 -0.272
H 8.009 4.816 1.012
H 9.744 5.042 1.334
H 8.899 2.881 2.301
H 10.709 2.434 -0.137
H 10.546 1.348 1.236
H 11.270 2.956 1.468
H 8.311 2.275 -0.415
C 10.749 5.267 -3.637
C 10.231 3.845 -3.780
C 9.681 3.593 -5.174
O 9.204 3.617 -2.818
H 9.946 5.995 -3.798
H 11.131 5.438 -2.625
H 11.552 5.469 -4.353
H 11.040 3.136 -3.570
H 8.840 4.261 -5.390
H 9.301 2.569 -5.259
H 10.452 3.744 -5.936
H 8.482 4.242 -2.997
C 3.419 -4.185 -5.790
C 1.938 -4.513 -5.886
C 1.577 -5.050 -7.262
O 1.175 -3.338 -5.623
H 3.697 -3.412 -6.516
H 3.662 -3.788 -4.799
H 4.033 -5.072 -5.972
H 1.675 -5.253 -5.122
H 1.789 -4.308 -8.040
H 0.506 -5.271 -7.321
H 2.136 -5.963 -7.489
H 1.402 -2.676 -6.296
```

Atomic partial charges in e from the Mulliken method, atoms 1 to 4: C -0.807; C 0.502; C -0.601; C -0.738

Record 5
Density functional theory data (the ωB97M-V functional and the def2-TZVPD basis) for C22H43BiN2OP3 as an isolated structure at a distorted geometry.

Values from the calculation:
**Relative energy (zero: lowest compared OMol25 entry of this formula, charge and spin)**: 0.0 kcal per mole
**Total charge**: +3
**Kohn-Sham gap (spin up / spin down)**: 5.0369 / 5.0386 eV
**Total energy**: -62218.529 eV
**Multiplicity**: 1

The geometry in XYZ format:
```
72
C22H43BiN2OP3 | the OMol25 dataset | the ωB97M-V functional and the def2-TZVPD basis
Bi 0.225 -0.280 -0.596
P 0.642 -3.545 -0.954
P 2.382 -0.042 1.006
P -2.426 0.503 -0.473
H 1.748 4.381 -0.056
C 0.705 4.637 0.168
C 0.146 4.324 1.352
H 0.731 3.940 2.183
C 1.464 -2.759 -2.364
C 1.853 -4.244 0.170
C -0.621 -4.675 -1.530
C 2.501 1.634 1.688
C 2.632 -1.143 2.435
C 3.885 -0.210 -0.004
C -2.602 2.235 0.085
C -3.587 -0.451 0.566
C -3.199 0.517 -2.129
H 0.147 5.171 -0.608
H -0.908 4.534 1.559
H 2.112 -3.495 -2.866
H 2.105 -1.913 -2.054
H 0.737 -2.387 -3.105
H 2.217 -5.202 -0.221
H 1.366 -4.401 1.140
H 2.697 -3.554 0.314
H -0.208 -5.375 -2.269
H -1.451 -4.118 -1.995
H -1.027 -5.238 -0.682
H 3.560 1.929 1.731
H 2.092 1.662 2.707
H 1.951 2.371 1.086
H 3.695 -1.151 2.718
H 2.325 -2.172 2.205
H 2.047 -0.802 3.299
H 4.756 0.106 0.590
H 3.809 0.431 -0.896
H 4.028 -1.253 -0.325
H -3.551 2.658 -0.279
H -1.773 2.842 -0.303
H -2.592 2.286 1.184
H -4.567 0.049 0.621
H -3.184 -0.551 1.582
H -3.729 -1.453 0.131
H -4.024 1.245 -2.180
H -3.588 -0.484 -2.365
H -2.443 0.789 -2.878
C 0.506 1.916 -2.863
C 0.650 0.949 -3.901
C -0.143 1.077 -5.036
C -0.953 2.206 -5.208
C -0.914 3.254 -4.283
C -0.128 3.150 -3.143
O 0.784 1.672 -1.580
H -0.137 -2.653 -0.115
H 1.326 0.091 -3.769
H -0.105 0.292 -5.800
H -1.593 2.292 -6.089
H -1.504 4.163 -4.417
H -0.064 3.917 -2.380
N -1.026 -2.720 2.635
C -0.895 -1.502 3.234
C -0.797 -1.431 4.639
C -0.675 -0.185 5.242
C -0.659 0.946 4.411
C -0.719 0.787 3.028
N -0.793 -0.422 2.429
H -1.323 -2.785 1.668
H -1.173 -3.536 3.210
H -0.824 -2.365 5.195
H -0.648 -0.084 6.326
H -0.602 1.957 4.817
H -0.672 1.660 2.362
```

Atomic partial charges in e from the Mulliken method, atoms 1 to 4: Bi 1.454; P 1.142; P 0.824; P 0.668

Record 6
Density functional theory data (the ωB97M-V functional and the def2-TZVPD basis) for C5H8O as an isolated structure at a distorted geometry.

Values from the calculation:
**Relative energy (zero: lowest compared OMol25 entry of this formula, charge and spin)**: 100.7 kcal per mole
**Total charge**: 0
**Kohn-Sham gap**: 9.7967 eV
**Total energy**: -7357.890 eV
**Multiplicity**: 1

The geometry in XYZ format:
```
14
C5H8O | the OMol25 dataset | the ωB97M-V functional and the def2-TZVPD basis
C -1.819 0.828 -0.173
C -2.143 -0.322 0.407
C 1.297 0.608 -0.476
C 1.347 -0.893 -0.688
O 1.582 -1.051 0.769
C 1.477 0.297 0.818
H -1.868 0.966 -1.250
H -1.466 1.682 0.399
H -2.066 -0.459 1.484
H -2.485 -1.178 -0.170
H 0.409 -1.436 -0.867
H 2.139 -1.278 -1.333
H 1.521 0.885 1.724
H 2.075 1.351 -0.645
```

Atomic partial charges in e from the Mulliken method, atoms 1 to 4: C -0.458; C -0.526; C -0.567; C -0.211

Record 7
Density functional theory data (the ωB97M-V functional and the def2-TZVPD basis) for a 5-piece molecular cluster, C4H21N3O5 overall at a distorted geometry.

Values from the calculation:
**Relative energy (zero: lowest compared OMol25 entry of this formula, charge and spin)**: 10.0 kcal per mole
**Total charge**: 0
**Kohn-Sham gap**: 9.8288 eV
**Total energy**: -19196.196 eV
**Multiplicity**: 1
**Structure (SMILES)**: NCNC[C@@H](N)CO.O.O.O.O

The geometry in XYZ format:
```
33
C4H21N3O5 | the OMol25 dataset | the ωB97M-V functional and the def2-TZVPD basis
N -3.161 -0.157 -0.969
C -2.619 1.077 -0.457
N -1.391 1.528 -1.152
C -0.185 0.985 -0.528
C 0.996 0.924 -1.506
N 2.146 0.626 -0.641
C 0.707 -0.084 -2.631
O 1.572 -1.250 -2.601
H -3.733 -0.029 -1.790
H -2.428 -0.809 -1.216
H -2.356 0.887 0.596
H -3.374 1.861 -0.468
H -1.397 2.536 -1.129
H 0.097 1.511 0.386
H -0.445 -0.048 -0.267
H 1.152 1.912 -1.941
H 3.024 0.436 -1.117
H 1.924 -0.185 -0.071
H -0.260 -0.557 -2.523
H 0.861 0.390 -3.595
H 2.382 -1.054 -2.121
O 2.146 -1.126 2.376
H 1.212 -1.141 2.632
H 2.339 -0.207 2.600
O 1.117 1.449 3.328
H 0.664 2.116 2.799
H 0.442 0.753 3.366
O -0.705 -1.136 2.589
H -0.593 -1.740 1.822
H -1.637 -1.150 2.823
O 0.111 -2.820 0.496
H 0.792 -3.251 1.029
H 0.601 -2.248 -0.119
```

Atomic partial charges in e from the Mulliken method, atoms 1 to 4: N -0.585; C -0.529; N -0.395; C -0.404

Look up the total energy of the second one.
-17979.156 eV

Which formula does entry 7 have?
C4H21N3O5

Which value of multiplicity does entry 2 give?
1